{"formula": "C37H57AsIN4O2S4Tc", "method": "ωB97M-V/def2-TZVPD", "homo_energy_ev": [-13.3, -13.3], "charge": 2, "orbital_gap_ev": [5.072, 5.065], "lumo_ev": [-8.3, -8.3], "species": ["Tc", "C", "N", "C", "C", "C", "N", "C", "C", "C", "C", "C", "C", "C", "O", "C", "C", "C", "C", "C", "C", "C", "C", "C", "C", "C", "C", "C", "C", "C", "O", "C", "C", "C", "C", "C", "C", "C", "C", "H", "H", "H", "H", "H", "H", "H", "H", "H", "H", "H", "H", "H", "H", "H", "H", "H", "H", "H", "H", "H", "H", "H", "H", "H", "H", "H", "H", "H", "H", "H", "H", "H", "H", "H", "H", "H", "H", "H", "H", "H", "H", "H", "H", "H", "H", "H", "H", "H", "H", "H", "H", "H", "H", "S", "As", "S", "S", "S", "I", "C", "C", "N", "N", "C", "H", "H", "H"], "positions_angstrom": [[-0.590307, -2.299649, 0.306986], [-2.941539, -2.692419, 2.307335], [-1.482803, -2.431189, 2.413038], [-0.910400, -3.410920, 3.367713], [-1.288661, -1.064479, 2.957365], [0.116070, -0.574583, 2.711663], [0.433989, -0.455989, 1.258065], [1.934338, -0.418115, 1.178579], [2.657763, 0.090171, -0.063953], [3.910424, 0.630975, 0.191810], [4.738152, 1.071216, -0.834123], [4.226968, 1.025151, -2.126220], [2.963067, 0.532908, -2.449985], [2.228474, 0.018228, -1.387007], [0.970888, -0.570608, -1.635959], [2.521424, 0.592021, -3.926169], [3.332001, -0.445072, -4.721031], [2.814394, 2.000339, -4.474682], [1.027373, 0.335234, -4.169281], [6.120393, 1.659401, -0.560012], [5.982077, 3.188637, -0.426341], [6.717234, 1.097492, 0.733430], [7.078847, 1.342813, -1.718853], [-0.032827, 0.863121, 0.734545], [-1.499818, 1.126757, 0.762707], [-1.982673, 2.296959, 1.291473], [-3.346432, 2.595890, 1.221407], [-4.168385, 1.689116, 0.552945], [-3.738020, 0.485715, 0.009551], [-2.368308, 0.196078, 0.174289], [-1.858602, -1.014368, -0.138548], [-4.778690, -0.378502, -0.716366], [-5.343535, 0.444471, -1.888439], [-5.920825, -0.740665, 0.249418], [-4.219074, -1.678161, -1.287139], [-3.944637, 3.835130, 1.869403], [-2.866276, 4.780228, 2.398628], [-4.817620, 3.365384, 3.049417], [-4.818319, 4.594471, 0.858526], [-3.412829, -2.603936, 3.289920], [-3.109731, -3.699797, 1.931073], [-3.400148, -1.974667, 1.629538], [-1.155698, -4.421195, 3.060306], [0.170405, -3.314684, 3.437089], [-1.346942, -3.240012, 4.353923], [-1.488720, -1.062802, 4.031773], [-2.018286, -0.404714, 2.499002], [0.837026, -1.265348, 3.152242], [0.253307, 0.392419, 3.205422], [2.282773, -1.406120, 1.432354], [2.266846, 0.233719, 1.991647], [4.241815, 0.702352, 1.223532], [4.843632, 1.400174, -2.932914], [4.407742, -0.278404, -4.622771], [3.075590, -0.389473, -5.783167], [3.119632, -1.460660, -4.372457], [3.881602, 2.219591, -4.525777], [2.336294, 2.768980, -3.860987], [2.420561, 2.082186, -5.489819], [0.743234, -0.700466, -3.992413], [0.810498, 0.553356, -5.216725], [0.392307, 0.979247, -3.554787], [5.413220, 3.456753, 0.468846], [5.472582, 3.613110, -1.295602], [6.970781, 3.651133, -0.352662], [6.124494, 1.353904, 1.615507], [7.711223, 1.523995, 0.886727], [6.821883, 0.008964, 0.684508], [6.853803, 1.929883, -2.613222], [7.055020, 0.282074, -1.983113], [8.099220, 1.593961, -1.422772], [0.294377, 0.929522, -0.291292], [0.481873, 1.649371, 1.293898], [-1.288168, 3.002143, 1.733866], [-5.217953, 1.935952, 0.456064], [-5.825339, 1.365582, -1.555968], [-6.093088, -0.149616, -2.416484], [-4.554787, 0.709692, -2.598234], [-6.429765, 0.144784, 0.633625], [-5.555753, -1.318718, 1.105100], [-6.662007, -1.349090, -0.274008], [-3.401959, -1.505266, -1.990418], [-5.016640, -2.208199, -1.813672], [-3.867462, -2.339388, -0.490497], [-2.269707, 4.319262, 3.190464], [-3.343280, 5.662930, 2.824965], [-2.196012, 5.120394, 1.603213], [-4.222777, 2.810849, 3.781389], [-5.637365, 2.724668, 2.712365], [-5.251457, 4.233433, 3.552594], [-4.249095, 4.861123, -0.035962], [-5.180220, 5.517370, 1.316199], [-5.694873, 4.019194, 0.551939], [-1.796360, -4.116823, -2.582529], [0.386043, -3.433822, -3.495702], [0.970335, -2.197077, -1.412326], [-1.875348, -3.912525, -0.650426], [1.347458, -5.136914, -2.935953], [4.341065, -5.793363, 2.294881], [2.461152, -5.203296, 1.711741], [1.336466, -5.982043, 1.570068], [0.351861, -5.178974, 1.143691], [0.762341, -3.895572, 0.994967], [2.060806, -3.929922, 1.322631], [1.182444, -7.041375, 1.722094], [-0.567656, -5.454418, 0.849550], [2.691585, -3.066581, 1.229758]], "forces_ev_per_a": [[-0.5, -0.3, -0.6], [0.0, 0.0, 0.1], [0.0, -0.1, -0.3], [0.0, 0.0, 0.0], [0.0, 0.0, 0.1], [0.0, 0.1, -0.1], [0.1, -0.2, 0.0], [-0.1, 0.3, -0.1], [-0.1, -0.1, 0.1], [0.1, 0.1, 0.1], [0.0, 0.0, 0.0], [0.1, 0.1, 0.0], [0.0, 0.0, -0.1], [0.0, 0.0, 0.0], [0.1, -0.1, 0.1], [0.0, 0.0, 0.1], [0.0, 0.0, 0.0], [0.0, 0.0, 0.0], [0.0, 0.1, 0.0], [0.0, 0.1, 0.0], [0.0, 0.0, 0.0], [0.1, 0.0, 0.0], [0.0, 0.0, 0.0], [0.0, 0.0, 0.2], [0.1, -0.2, 0.0], [0.0, 0.3, 0.0], [0.0, -0.1, 0.0], [-0.1, 0.1, 0.1], [-0.1, -0.2, -0.1], [0.2, -0.1, 0.0], [-0.3, -0.1, 0.0], [0.0, 0.1, 0.0], [0.0, 0.0, -0.1], [0.0, 0.0, 0.0], [0.0, 0.0, -0.1], [-0.1, 0.0, 0.0], [0.0, 0.0, 0.0], [0.0, 0.0, 0.0], [0.0, 0.0, 0.0], [0.0, 0.0, 0.0], [0.0, 0.0, 0.0], [0.0, 0.0, 0.0], [0.0, 0.0, -0.1], [0.0, 0.0, 0.0], [0.0, 0.0, 0.0], [0.0, 0.0, 0.0], [0.0, 0.0, 0.0], [0.0, 0.0, 0.0], [0.0, 0.0, 0.0], [0.0, -0.2, 0.1], [0.0, 0.0, 0.0], [0.0, 0.0, -0.1], [-0.1, 0.0, 0.1], [-0.1, 0.0, 0.0], [0.0, 0.0, 0.1], [0.0, 0.0, 0.0], [-0.1, 0.0, 0.0], [0.0, -0.1, -0.1], [0.0, 0.0, 0.0], [0.0, 0.0, 0.0], [0.0, 0.0, 0.0], [0.1, 0.0, -0.1], [0.0, 0.0, -0.1], [0.1, 0.0, 0.0], [-0.1, -0.1, 0.0], [0.1, 0.0, -0.1], [-0.1, 0.0, 0.0], [0.0, 0.1, 0.0], [0.0, -0.1, 0.1], [0.0, 0.1, 0.0], [-0.1, 0.0, 0.0], [0.1, 0.0, -0.2], [0.1, 0.0, 0.1], [-0.1, -0.1, 0.0], [0.0, 0.0, 0.0], [0.0, -0.1, 0.0], [0.0, 0.0, 0.0], [-0.1, 0.0, 0.1], [0.0, -0.1, 0.0], [0.0, 0.1, -0.1], [0.0, 0.0, 0.0], [-0.1, 0.0, 0.1], [0.0, 0.0, 0.0], [0.0, 0.0, 0.0], [0.0, 0.0, 0.0], [0.0, 0.0, 0.0], [-0.1, 0.0, 0.1], [0.0, 0.0, 0.0], [0.1, 0.1, 0.0], [0.0, -0.1, 0.0], [0.0, 0.0, 0.1], [0.0, -0.1, 0.0], [0.1, 0.0, 0.0], [-0.2, -0.1, 0.3], [0.3, -0.1, 0.0], [-0.1, 0.1, 0.3], [0.7, 0.7, 0.4], [-0.1, 0.1, 0.0], [0.0, 0.0, 0.0], [0.2, 0.0, 0.0], [-0.2, -0.2, -0.1], [0.2, 0.1, 0.1], [0.1, -0.3, 0.0], [0.0, 0.2, 0.0], [0.0, 0.1, 0.0], [-0.2, 0.0, 0.0], [0.0, 0.0, 0.0]], "nbo_charge": [0.57, -0.43, -0.41, -0.42, -0.25, -0.24, -0.43, -0.23, -0.11, -0.23, 0.14, -0.21, -0.04, 0.29, -0.68, -0.06, -0.60, -0.60, -0.59, -0.11, -0.60, -0.60, -0.61, -0.27, 0.01, -0.28, 0.21, -0.25, 0.02, 0.26, -0.50, -0.09, -0.60, -0.59, -0.59, -0.12, -0.61, -0.59, -0.60, 0.22, 0.22, 0.23, 0.22, 0.22, 0.22, 0.23, 0.24, 0.22, 0.23, 0.21, 0.22, 0.22, 0.23, 0.22, 0.23, 0.20, 0.21, 0.22, 0.22, 0.18, 0.22, 0.21, 0.21, 0.21, 0.23, 0.20, 0.23, 0.21, 0.21, 0.21, 0.23, 0.26, 0.21, 0.23, 0.23, 0.22, 0.23, 0.22, 0.22, 0.20, 0.23, 0.21, 0.23, 0.18, 0.21, 0.23, 0.21, 0.21, 0.21, 0.23, 0.22, 0.23, 0.21, -0.03, 0.72, 0.46, 0.27, -0.46, 0.29, -0.29, 0.00, -0.31, -0.31, -0.01, 0.26, 0.43, 0.23]}

=====

{"formula": "C13H31ClN3O4", "method": "ωB97M-V/def2-TZVPD", "homo_energy_ev": -4.3, "charge": -1, "orbital_gap_ev": 6.415, "lumo_ev": 2.1, "species": ["C", "C", "Cl", "C", "C", "N", "C", "O", "O", "H", "H", "H", "H", "H", "H", "H", "H", "H", "C", "C", "C", "O", "C", "N", "H", "H", "H", "H", "H", "H", "H", "H", "H", "H", "H", "C", "C", "C", "O", "C", "N", "H", "H", "H", "H", "H", "H", "H", "H", "H", "H", "H"], "positions_angstrom": [[3.854040, 4.489630, -0.937460], [3.473068, 2.975708, -0.897918], [1.701190, 2.860185, -1.354439], [4.276451, 2.096834, -1.911757], [4.875958, 0.769782, -1.300400], [4.103747, 0.176612, -0.204642], [6.362165, 1.028923, -0.860093], [7.308446, 0.520503, -1.464124], [6.467343, 1.837064, 0.133742], [4.828082, 4.703301, -0.444785], [3.854362, 4.905292, -1.972617], [3.060082, 5.045247, -0.374133], [3.633769, 2.630797, 0.141349], [5.131089, 2.696869, -2.303663], [3.598411, 1.860322, -2.761478], [4.882826, 0.017949, -2.132184], [4.312664, 0.602109, 0.694600], [3.105871, 0.133386, -0.398115], [0.474848, -4.309922, 1.261149], [0.089520, -2.950763, 1.837220], [-0.594924, -2.019652, 0.819470], [0.284754, -1.424193, -0.115121], [0.630860, -2.247113, -1.214669], [1.281394, -2.328618, 2.423894], [1.364062, -4.258533, 0.632705], [0.695757, -5.012000, 2.067316], [-0.341459, -4.730285, 0.668390], [-0.630251, -3.132979, 2.642554], [-1.042595, -1.188104, 1.372866], [-1.421362, -2.529499, 0.302956], [-0.195671, -2.897973, -1.517132], [1.516504, -2.842409, -0.981676], [0.885385, -1.597286, -2.052800], [1.005067, -1.471629, 2.896523], [1.865975, -2.002740, 1.655013], [-5.474993, 1.450608, -0.864067], [-4.768424, 0.104971, -0.730846], [-5.228713, -0.716585, 0.487778], [-4.708885, -0.270070, 1.729918], [-5.398371, 0.825184, 2.303453], [-3.319553, 0.328337, -0.715741], [-5.097809, 2.190608, -0.157755], [-5.321405, 1.859285, -1.864171], [-6.551747, 1.345314, -0.709579], [-5.013019, -0.478428, -1.624756], [-4.856749, -1.738141, 0.364692], [-6.324109, -0.787902, 0.531414], [-6.471411, 0.790429, 2.093555], [-4.974699, 1.769067, 1.952595], [-5.255551, 0.783655, 3.384250], [-2.849719, -0.573842, -0.729065], [-3.082272, 0.710696, 0.197785]], "forces_ev_per_a": [[-0.8, 0.2, 0.2], [1.3, 0.7, -0.5], [0.2, -0.1, 0.5], [0.1, 0.2, 0.3], [0.0, -0.4, -0.9], [0.1, -0.2, -0.1], [0.0, 1.4, 1.8], [-0.2, -0.5, -0.8], [-0.8, -0.7, -0.8], [-0.5, -0.5, -0.4], [0.1, -0.5, 0.7], [0.7, -0.3, -0.4], [-0.5, 0.0, -0.7], [-0.6, -0.4, 0.2], [0.5, 0.1, 0.5], [0.1, 0.6, 0.6], [-0.1, 0.1, -0.3], [0.2, 0.2, 0.2], [-0.1, -0.2, 0.1], [0.3, 0.0, -0.2], [0.0, 0.2, 0.2], [-0.3, -0.2, 0.0], [0.3, 0.2, 0.0], [-0.2, 0.2, -0.1], [0.0, 0.1, 0.0], [0.0, 0.1, 0.0], [0.0, 0.0, 0.0], [0.0, 0.1, 0.0], [0.1, 0.0, 0.0], [0.1, -0.1, -0.1], [0.0, 0.0, 0.1], [-0.1, -0.1, -0.1], [-0.1, 0.1, 0.1], [0.0, -0.1, 0.1], [0.1, -0.1, 0.1], [-0.2, 0.1, -0.2], [0.1, 0.3, 0.3], [0.1, -0.2, -0.2], [-0.3, -0.1, -0.1], [0.3, 0.0, 0.1], [-0.2, -0.3, 0.1], [0.0, -0.1, 0.0], [0.1, 0.0, 0.0], [0.0, 0.0, 0.0], [0.0, -0.1, 0.1], [0.1, 0.0, 0.1], [0.0, 0.1, 0.0], [0.0, 0.0, -0.1], [-0.2, 0.1, 0.0], [0.0, -0.1, 0.0], [0.1, 0.1, -0.1], [0.1, 0.1, -0.1]], "nbo_charge": [-0.63, -0.15, -0.15, -0.44, -0.14, -0.86, 0.75, -0.74, -0.83, 0.24, 0.20, 0.20, 0.23, 0.22, 0.20, 0.18, 0.38, 0.35, -0.61, -0.08, -0.07, -0.54, -0.25, -0.83, 0.21, 0.21, 0.20, 0.18, 0.18, 0.15, 0.16, 0.17, 0.20, 0.35, 0.37, -0.61, -0.08, -0.07, -0.55, -0.25, -0.81, 0.20, 0.22, 0.20, 0.19, 0.18, 0.16, 0.17, 0.17, 0.19, 0.35, 0.36]}

=====

| no. | energy (eV) |
| --- | --- |
| 1 | -163814.728 |
| 2 | -39167.098 |